DFT (ωB97M-V/def2-TZVPD) results for a molecular structure, C24H25Cl2MoN4O2S2 in a non-equilibrium geometry.

Each line ends with the Mulliken charge.
Geometry (Å):
Mo 0.047 0.724 0.269  -0.540
C 2.227 -1.377 -0.252  -1.134
N 1.469 -0.917 0.934  0.653
C 0.652 -2.023 1.538  -1.654
C -0.849 -1.904 1.387  1.079
C -1.653 -2.992 1.682  -1.143
C -3.027 -2.838 1.662  -0.498
C -3.565 -1.598 1.361  -1.034
C -2.704 -0.565 1.050  -0.564
N -1.371 -0.714 1.044  1.316
C 2.408 -0.383 1.949  -0.887
C 1.577 0.278 2.999  0.429
C 1.929 0.334 4.330  -1.102
C 1.054 0.937 5.220  -0.408
C -0.143 1.442 4.746  -1.061
C -0.417 1.363 3.395  -0.438
N 0.433 0.796 2.528  0.950
C 1.236 -1.790 -1.286  0.499
C 1.451 -2.816 -2.183  -1.089
C 0.441 -3.136 -3.076  -0.596
C -0.755 -2.447 -2.999  -1.235
C -0.889 -1.436 -2.065  -0.668
N 0.102 -1.079 -1.244  1.436
H 2.896 -2.203 0.009  0.510
H 2.824 -0.532 -0.601  0.372
H 0.849 -2.017 2.611  0.666
H 0.995 -2.991 1.167  0.680
H -1.202 -3.943 1.934  0.531
H -3.674 -3.676 1.886  0.451
H -4.631 -1.424 1.351  0.477
H -3.076 0.415 0.781  0.550
H 3.057 0.339 1.451  0.273
H 3.028 -1.180 2.369  0.555
H 2.870 -0.089 4.659  0.537
H 1.304 1.009 6.271  0.440
H -0.856 1.916 5.404  0.468
H -1.307 1.797 2.966  0.572
H 2.390 -3.353 -2.173  0.539
H 0.578 -3.926 -3.803  0.456
H -1.586 -2.683 -3.649  0.505
H -1.808 -0.875 -1.974  0.600
C -2.375 2.280 -3.793  -1.747
C -1.249 1.794 -2.907  0.601
S -1.639 1.610 -1.294  -0.162
C 0.042 1.613 -3.500  0.916
C 0.183 1.962 -4.965  -1.581
S 1.383 1.138 -2.680  -0.294
H -3.286 2.456 -3.227  0.506
H -2.599 1.559 -4.583  0.345
H -2.095 3.214 -4.286  0.378
H 0.108 3.043 -5.112  0.315
H -0.606 1.506 -5.563  0.350
H 1.146 1.634 -5.342  0.464
Cl 1.312 4.163 -1.150  -0.102
C 1.595 2.946 0.098  2.751
Cl 3.295 2.915 0.583  -0.172
C 0.616 3.236 1.263  0.082
O 0.968 3.866 2.220  -0.606
O -0.537 2.649 1.020  -0.605
H 1.435 1.971 -0.431  -1.933

HOMO-LUMO gap (alpha / beta) = 5.0 / 4.9 eV
energy above the lowest of the compared OMol25 structures with the same formula, charge and spin = 90.1 kcal/mol
LUMO (alpha / beta) = -4.475 / -4.477 eV
energy = -3083.8085 Ha
strongest force on any atom = 0.029 hartree/bohr
net charge = +1
molar mass = 632.470 g/mol
spin multiplicity = 1